Entry 1:
Density functional theory data (ωB97M-V/def2-TZVPD) for C54H60N6O3STl as an isolated structure in a non-equilibrium geometry.

The geometry in XYZ format:
```
125
Properties=species:S:1:pos:R:3
Tl -0.634 0.198 -0.485
C 3.574 4.784 -1.617
C 3.945 3.409 -2.187
C 3.209 2.314 -1.481
C 3.652 1.535 -0.452
C 5.033 1.478 0.121
C 5.910 0.514 -0.691
C 2.556 0.653 -0.106
C 2.615 -0.356 0.852
C 1.684 -1.362 1.070
C 1.911 -2.524 1.907
C 3.053 -2.683 2.862
C 4.191 -3.549 2.313
C 0.881 -3.383 1.657
C 0.001 -2.729 0.706
C -1.154 -3.277 0.154
C -2.005 -2.715 -0.796
N -1.833 -1.501 -1.379
C -2.900 -1.267 -2.186
C -3.034 -0.163 -3.027
C -2.089 0.835 -3.262
N -0.895 0.934 -2.625
C -0.229 1.993 -3.158
C 1.041 2.421 -2.774
C 1.844 1.910 -1.756
N 1.485 0.921 -0.896
C -1.052 2.618 -4.174
C -2.206 1.896 -4.241
C -3.405 2.158 -5.097
C -4.463 2.955 -4.322
C -0.689 3.844 -4.953
C 0.163 3.512 -6.184
C -3.827 -2.375 -2.091
C -3.256 -3.290 -1.250
C -3.768 -4.651 -0.897
C -3.194 -5.719 -1.838
C -5.143 -2.455 -2.798
C -5.013 -2.975 -4.236
N 0.499 -1.500 0.412
C 0.711 -4.776 2.174
C 1.136 -5.818 1.129
H 4.075 5.580 -2.172
H 3.872 4.855 -0.571
H 2.497 4.946 -1.667
H 5.021 3.257 -2.081
H 3.722 3.381 -3.256
H 5.001 1.155 1.162
H 5.475 2.477 0.107
H 5.503 -0.497 -0.639
H 6.929 0.500 -0.303
H 5.938 0.815 -1.739
H 3.526 -0.413 1.432
H 2.683 -3.119 3.792
H 3.447 -1.699 3.118
H 3.864 -4.577 2.145
H 5.016 -3.564 3.025
H 4.558 -3.150 1.366
H -1.418 -4.268 0.507
H -3.951 -0.107 -3.601
H 1.458 3.242 -3.344
H -3.834 1.212 -5.435
H -3.105 2.714 -5.988
H -4.788 2.395 -3.444
H -5.333 3.166 -4.947
H -4.040 3.899 -3.977
H -0.145 4.539 -4.309
H -1.599 4.355 -5.273
H 1.074 2.989 -5.891
H 0.436 4.422 -6.721
H -0.387 2.859 -6.863
H -4.859 -4.664 -0.959
H -3.499 -4.898 0.133
H -3.545 -5.550 -2.855
H -3.500 -6.719 -1.527
H -2.105 -5.671 -1.839
H -5.605 -1.465 -2.821
H -5.820 -3.111 -2.245
H -4.377 -2.313 -4.824
H -5.992 -3.030 -4.715
H -4.572 -3.972 -4.242
H -0.333 -4.945 2.452
H 1.323 -4.901 3.069
H 0.607 -5.658 0.189
H 0.924 -6.830 1.481
H 2.205 -5.738 0.929
N -3.335 -0.643 1.333
C -2.812 -0.265 2.560
C -2.717 -1.174 3.612
C -2.238 -0.770 4.847
C -1.848 0.545 5.049
C -1.923 1.444 3.996
C -2.386 1.055 2.741
C -2.410 2.061 1.640
C -3.151 3.220 1.884
C -3.140 4.289 1.007
C -2.318 4.235 -0.103
C -1.581 3.087 -0.355
C -1.640 1.955 0.460
H -3.793 -1.541 1.323
H -3.863 0.071 0.853
H -3.036 -2.199 3.455
H -2.178 -1.486 5.657
H -1.469 0.865 6.011
H -1.594 2.467 4.129
H -3.751 3.264 2.786
H -3.751 5.161 1.203
H -2.251 5.073 -0.786
H -0.931 3.092 -1.218
N 1.015 1.767 2.573
C 1.998 1.291 3.442
C 1.688 0.283 4.357
C 2.640 -0.152 5.265
C 3.909 0.404 5.266
C 4.230 1.393 4.354
C 3.280 1.839 3.443
S 5.126 -0.156 6.475
O 6.388 0.418 6.021
O 5.064 -1.612 6.390
O 4.641 0.386 7.739
H 1.352 2.201 1.729
H 0.269 1.110 2.410
H 0.694 -0.154 4.337
H 2.412 -0.941 5.971
H 5.235 1.794 4.369
H 3.522 2.612 2.719
```

**Multiplicity**: 1
**Charge**: -1
**ΔE to the lowest compared entry with this formula, charge and spin**: 0.206 eV

---

Entry 2:
Density functional theory data (ωB97M-V/def2-TZVPD) for a 9-piece molecular cluster, C54H61BF8N10O6 overall in a non-equilibrium geometry.

The geometry in XYZ format:
```
140
Properties=species:S:1:pos:R:3
C 7.049 -5.302 0.722
C 5.752 -5.563 -0.117
C 5.609 -6.654 -1.082
C 4.346 -6.789 -1.833
C 3.231 -5.859 -1.657
C 3.372 -4.762 -0.702
C 2.301 -3.677 -0.439
O 1.318 -4.037 0.580
C 1.044 -2.850 1.276
O 1.724 -2.597 2.233
C -0.074 -1.826 0.917
C -1.435 -1.903 1.531
C -2.434 -0.888 1.195
N -2.156 0.157 0.331
C -3.279 1.133 0.134
O -4.137 0.952 -0.715
O -3.291 2.199 0.875
C -0.943 0.289 -0.295
C -0.692 1.478 -1.271
C 0.175 2.620 -0.580
O 1.440 2.692 -1.257
C 2.509 2.975 -0.355
C 3.924 2.816 -1.049
F 4.038 3.806 -2.021
F 4.008 1.608 -1.702
C 5.011 3.024 0.071
F 4.876 4.372 0.488
F 4.773 2.233 1.214
C 6.513 2.776 -0.375
F 6.670 2.483 -1.707
F 7.211 3.962 -0.148
C 7.238 1.700 0.543
F 8.574 1.675 0.145
F 6.744 0.428 0.307
C 0.131 -0.692 -0.016
B 1.540 -0.465 -0.775
N 2.747 -0.279 0.038
O 1.662 -0.470 -2.204
C 4.631 -4.638 0.052
H 6.812 -5.099 1.805
H 7.797 -6.133 0.605
H 7.508 -4.348 0.329
H 6.474 -7.339 -1.224
H 4.289 -7.618 -2.575
H 2.307 -5.982 -2.266
H 2.855 -2.775 -0.047
H 1.765 -3.320 -1.364
H -1.738 -2.702 2.244
H -3.446 -0.984 1.672
H -1.656 1.967 -1.595
H -0.182 1.160 -2.216
H -0.362 3.601 -0.739
H 0.248 2.484 0.531
H 2.395 4.039 0.003
H 2.408 2.282 0.532
H 7.210 1.979 1.632
H 2.632 -0.766 0.932
H 3.505 -0.750 -0.478
H 2.101 -1.326 -2.388
H 4.759 -3.794 0.774
N 5.105 4.153 3.728
C 5.838 5.147 4.321
C 5.724 5.006 5.680
C 4.895 3.881 5.919
C 4.532 3.374 4.699
H 5.004 4.018 2.738
H 6.373 5.869 3.725
H 6.186 5.640 6.420
H 4.600 3.487 6.879
H 3.917 2.527 4.437
N -4.791 1.589 3.235
C -4.321 1.121 4.430
C -5.251 1.417 5.397
C -6.324 2.085 4.756
C -6.009 2.172 3.422
H -4.312 1.516 2.344
H -3.368 0.619 4.492
H -5.169 1.179 6.447
H -7.224 2.458 5.219
H -6.548 2.600 2.593
N 8.097 2.907 -4.346
C 8.231 4.144 -4.916
C 8.498 3.968 -6.249
C 8.520 2.571 -6.495
C 8.267 1.943 -5.303
H 7.904 2.733 -3.374
H 8.127 5.039 -4.324
H 8.657 4.755 -6.969
H 8.700 2.082 -7.439
H 8.194 0.897 -5.052
N -0.018 2.296 -5.072
C -0.505 3.574 -5.147
C -1.337 3.646 -6.235
C -1.357 2.361 -6.837
C -0.537 1.550 -6.096
H 0.621 1.959 -4.372
H -0.218 4.319 -4.423
H -1.872 4.523 -6.562
H -1.911 2.065 -7.714
H -0.277 0.509 -6.208
N -9.915 -0.877 1.995
C -8.845 -0.124 2.399
C -8.294 0.456 1.286
C -9.064 0.043 0.168
C -10.058 -0.776 0.637
H -10.505 -1.419 2.602
H -8.568 -0.068 3.439
H -7.435 1.106 1.275
H -8.907 0.316 -0.864
H -10.852 -1.296 0.124
N -4.104 -3.543 -0.167
C -4.145 -4.656 0.628
C -5.052 -5.529 0.086
C -5.575 -4.922 -1.085
C -4.970 -3.699 -1.216
H -3.527 -2.735 -0.007
H -3.529 -4.730 1.509
H -5.311 -6.497 0.485
H -6.312 -5.335 -1.755
H -5.080 -2.928 -1.961
N -7.647 4.399 0.495
C -8.039 4.596 -0.801
C -9.134 5.422 -0.791
C -9.410 5.741 0.563
C -8.474 5.098 1.332
H -6.871 3.830 0.786
H -7.508 4.131 -1.616
H -9.676 5.761 -1.661
H -10.204 6.371 0.932
H -8.327 5.075 2.400
N -0.204 -6.454 1.655
C 0.239 -7.411 2.527
C -0.857 -8.050 3.048
C -2.006 -7.460 2.463
C -1.569 -6.481 1.606
H 0.384 -5.828 1.131
H 1.294 -7.553 2.702
H -0.836 -8.853 3.768
H -3.036 -7.723 2.647
H -2.110 -5.804 0.969
```

**Multiplicity**: 1
**Charge**: 0

---

Entry 3:
Density functional theory data (ωB97M-V/def2-TZVPD) for C54H62AlAsN6OPSi as an isolated structure.

The geometry in XYZ format:
```
127
Properties=species:S:1:pos:R:3
Al 0.050 -0.331 0.391
C 3.089 4.742 -3.782
C 2.424 3.538 -3.173
C 2.329 2.324 -3.842
C 1.737 1.228 -3.255
C 1.165 1.252 -1.967
N 0.609 0.110 -1.404
C 1.128 -1.079 -1.993
C 0.534 -1.731 -3.066
C 1.068 -2.903 -3.574
C 2.212 -3.477 -3.022
C 2.763 -4.768 -3.560
C 2.802 -2.842 -1.938
C 2.269 -1.658 -1.447
N 2.851 -1.068 -0.281
C 4.157 -0.969 0.027
C 4.254 -0.399 1.276
C 2.931 -0.172 1.661
N 2.088 -0.580 0.721
C 1.230 2.499 -1.322
C 1.875 3.588 -1.907
N 0.638 2.732 -0.036
C 0.446 3.945 0.520
C -0.026 3.765 1.797
C -0.123 2.386 1.935
N 0.271 1.758 0.824
H 3.613 4.475 -4.699
H 3.816 5.185 -3.099
H 2.359 5.515 -4.031
H 2.741 2.225 -4.840
H 1.709 0.308 -3.818
H -0.357 -1.293 -3.498
H 0.583 -3.391 -4.412
H 2.924 -4.705 -4.636
H 2.068 -5.590 -3.380
H 3.711 -5.023 -3.089
H 3.659 -3.291 -1.450
H 4.913 -1.298 -0.665
H 5.152 -0.163 1.818
H 2.549 0.285 2.558
H 1.979 4.511 -1.355
H 0.640 4.854 -0.016
H -0.269 4.525 2.518
H -0.480 1.836 2.782
C -2.652 -0.986 4.952
N -2.152 -0.758 3.596
C -3.099 -0.961 2.506
C -0.874 -0.498 3.373
C 0.047 -0.387 4.553
O -0.404 -0.323 2.224
H -3.684 -1.315 4.879
H -2.622 -0.072 5.545
H -2.081 -1.764 5.458
H -4.031 -0.458 2.751
H -3.288 -2.023 2.371
H -2.697 -0.556 1.584
H -0.336 0.315 5.294
H 1.023 -0.060 4.211
H 0.150 -1.360 5.037
C -0.265 -3.740 2.937
Si -0.848 -3.813 1.144
C -2.667 -4.327 1.122
C 0.097 -5.227 0.343
C -0.387 -2.293 0.158
H -0.253 -4.743 3.370
H -0.913 -3.129 3.567
H 0.752 -3.342 2.997
H -2.723 -5.394 0.896
H -3.246 -3.803 0.361
H -3.173 -4.188 2.080
H -0.121 -6.186 0.820
H 1.176 -5.061 0.401
H -0.164 -5.312 -0.716
H 0.652 -2.610 -0.016
H -0.830 -2.479 -0.830
C -3.223 2.537 0.160
C -3.957 2.234 1.458
As -5.208 3.612 2.159
C -4.128 5.216 1.932
C -2.753 5.190 2.140
C -2.006 6.359 2.084
C -2.629 7.571 1.828
C -4.004 7.610 1.637
C -4.748 6.441 1.694
C -6.350 3.735 0.578
C -6.053 4.483 -0.560
C -6.898 4.454 -1.661
C -8.054 3.685 -1.633
C -8.365 2.948 -0.500
C -7.517 2.975 0.599
P -2.474 1.047 -0.646
C -2.051 1.733 -2.290
C -1.594 3.040 -2.436
C -1.196 3.516 -3.679
C -1.246 2.689 -4.789
C -1.710 1.387 -4.655
C -2.110 0.914 -3.416
C -3.917 0.006 -1.077
C -3.739 -1.376 -1.057
C -4.757 -2.231 -1.460
C -5.972 -1.708 -1.872
C -6.164 -0.333 -1.883
C -5.145 0.522 -1.494
H -2.405 3.235 0.349
H -3.883 3.019 -0.562
H -3.253 1.988 2.259
H -4.612 1.368 1.333
H -2.256 4.248 2.348
H -0.935 6.329 2.244
H -2.048 8.483 1.786
H -4.498 8.553 1.447
H -5.821 6.485 1.546
H -5.162 5.098 -0.590
H -6.656 5.038 -2.540
H -8.715 3.671 -2.490
H -9.273 2.359 -0.467
H -7.774 2.408 1.487
H -1.542 3.704 -1.581
H -0.842 4.534 -3.776
H -0.931 3.058 -5.756
H -1.765 0.739 -5.521
H -2.487 -0.098 -3.325
H -2.790 -1.781 -0.728
H -4.601 -3.302 -1.453
H -6.769 -2.370 -2.188
H -7.110 0.081 -2.204
H -5.315 1.591 -1.533
```

**Multiplicity**: 1
**Charge**: +1
**ΔE to the lowest compared entry with this formula, charge and spin**: 0.160 eV

---

no.,E_HOMO (eV)
1,-4.88
2,-7.75
3,-9.45